Entry from the OMol25 dataset: a cluster of 10 separate species, C14H40N4O18 in total (ωB97M-V/def2-TZVPD).

```
76
Properties=species:S:1:pos:R:3:forces:R:3:lowdin_charge:R:1
C -0.3534 0.1755 1.1269 -0.84 -0.93 0.28 -0.171
O 0.3629 0.0853 -0.0716 -0.04 0.16 0.48 -0.116
H -1.3989 -0.1284 1.0768 -0.43 -0.32 -0.65 0.053
H 0.0518 -0.6054 1.7703 0.28 0.48 0.45 0.069
H -0.4697 1.1484 1.6044 0.91 0.39 0.07 0.066
H -0.0901 0.5358 -0.7881 0.39 0.32 -0.56 0.027
C 2.2307 3.2208 1.2849 -0.14 -2.10 0.19 -0.151
O 2.1093 4.5955 1.3749 -0.10 1.29 -0.18 -0.122
H 1.5918 2.7473 0.5394 0.25 0.26 -0.78 0.070
H 3.2744 2.9292 1.1674 -0.16 -0.24 -0.06 0.074
H 1.8097 2.7301 2.1624 0.39 0.44 0.59 0.085
H 2.4827 4.9652 0.5715 0.01 0.19 0.05 0.093
C -0.5969 4.2943 3.4563 1.02 0.50 0.13 -0.148
O 0.3159 5.3884 3.2175 -1.26 -0.39 0.54 -0.138
H -0.9937 3.8459 2.5455 -0.22 0.31 -0.16 0.061
H -0.0731 3.4972 3.9839 0.07 -0.18 0.19 0.064
H -1.3851 4.6571 4.1160 -0.10 0.01 -0.23 0.071
H 0.8502 5.1781 2.4481 0.30 -0.14 -0.26 0.006
C -5.0631 -0.8573 0.5344 0.58 -0.29 0.04 -0.141
O -4.7097 -0.7964 -0.8778 -0.08 0.11 1.58 -0.121
H -5.2575 0.0347 1.1299 -0.40 0.92 -1.01 0.062
H -5.8832 -1.5299 0.7854 0.02 -0.29 -0.44 0.079
H -4.1674 -1.1670 1.0730 0.13 -0.56 -0.42 0.060
H -5.4439 -0.5969 -1.4632 -0.34 0.04 0.32 0.088
C 3.4505 -1.2977 2.0234 -0.84 0.31 1.99 0.020
N 4.0682 -0.4814 1.0061 1.51 0.86 -4.76 -0.361
O 4.2765 -1.0501 -0.1140 -0.37 1.69 3.41 0.061
O 4.3298 0.7397 1.1973 -0.72 -3.05 0.21 0.015
H 3.3598 -0.6209 2.8729 -0.10 -0.23 0.13 0.095
H 4.0047 -2.1859 2.3269 0.41 0.24 -0.58 0.103
H 2.4565 -1.6415 1.7373 0.18 0.23 -0.51 0.094
C -3.0236 -3.7219 0.5755 0.28 -0.05 0.92 0.078
N -2.1376 -3.6815 1.8494 -1.09 1.77 0.85 -0.413
O -1.8794 -2.6084 2.4231 -0.49 -0.75 -1.82 0.022
O -1.8917 -4.7258 2.3683 0.49 -1.66 -0.02 0.064
H -3.2572 -4.7629 0.3524 0.74 0.05 -0.04 0.093
H -2.5247 -3.1800 -0.2280 -0.23 0.01 0.09 0.088
H -3.9853 -3.3151 0.8881 0.36 0.53 -0.13 0.071
C 3.2576 1.8863 -2.7791 -0.96 -1.87 -0.38 -0.032
N 2.2675 0.7968 -3.0633 1.55 2.27 0.01 -0.545
O 1.0544 1.0089 -2.7155 -1.61 0.13 0.51 -0.194
O 2.7232 -0.2936 -3.5126 0.18 -1.45 -0.37 -0.174
H 4.1607 1.4920 -3.2452 0.17 0.47 0.26 0.069
H 3.3305 1.9389 -1.6928 0.31 0.30 0.18 0.056
H 2.9339 2.8332 -3.2111 -0.07 0.06 -0.02 0.057
C -1.9448 -0.3615 -2.5155 -0.23 1.14 0.51 0.010
N -2.5724 -1.4253 -3.2484 0.02 -2.19 -2.38 -0.439
O -2.4389 -2.5848 -2.8827 -0.05 0.21 1.09 0.028
O -3.0654 -1.1976 -4.3491 -0.20 0.79 0.73 0.047
H -2.1978 -0.4679 -1.4606 0.09 -0.09 -0.12 0.083
H -2.3370 0.5728 -2.9172 0.33 -0.22 0.16 0.090
H -0.8707 -0.4474 -2.6794 0.21 0.18 -0.07 0.099
C -4.1788 2.3657 -0.2570 1.08 -0.20 -1.68 -0.018
O -2.9711 3.1480 0.0416 0.10 -0.60 0.55 -0.021
C -1.9067 3.0903 -0.8189 -1.25 -0.57 -2.42 -0.516
O -1.9039 2.4844 -1.9038 0.10 1.54 3.06 0.091
O -0.9653 3.9283 -0.3668 -1.59 -1.09 1.54 -0.005
C 0.0330 4.3186 -1.2430 1.73 0.26 -1.00 -0.061
H -3.9446 1.3398 -0.5414 0.44 0.14 -0.04 0.056
H -4.6077 2.8292 -1.1454 -0.29 -0.02 0.10 0.097
H -4.9346 2.2567 0.5208 0.69 0.96 0.55 0.083
H -0.4403 4.8962 -2.0370 0.48 -0.19 -0.31 0.111
H 0.6869 3.5058 -1.5593 -0.74 -0.56 -0.76 0.085
H 0.7844 4.9084 -0.7180 -0.78 0.57 0.41 0.077
C 1.8296 -2.7729 -1.4152 0.09 1.15 0.64 0.019
O 2.5336 -3.4022 -0.2657 -1.54 1.47 -0.32 -0.014
C 2.9762 -4.6266 -0.2708 0.05 -0.26 -4.40 -0.692
O 3.1024 -5.3266 -1.2624 -0.43 -0.14 0.59 0.098
O 3.3769 -4.9256 0.9039 1.27 -1.02 3.74 0.007
C 3.6913 -6.2864 1.2934 -0.43 0.47 -0.40 -0.008
H 1.4981 -1.8024 -1.0461 0.34 0.02 0.53 0.060
H 0.8667 -3.2030 -1.6907 0.53 -1.03 -0.07 0.092
H 2.4690 -2.4562 -2.2392 0.21 -0.81 -0.05 0.083
H 2.7443 -6.7087 1.6295 0.16 -0.30 -0.03 0.094
H 4.3917 -6.2469 2.1276 -0.12 0.28 -0.10 0.087
H 4.1279 -6.8789 0.4894 -0.18 0.26 -0.15 0.091
```
Forces are in eV/Å.

The total charge is -1. For the total energy, the calculation gives -2130.2779 hartree. For the lowest unoccupied orbital energy (spin up / spin down), the calculation gives 1.8996 / 1.8996 eV. The spin multiplicity is 2. The relative energy (zero: lowest compared OMol25 entry of this formula, charge and spin) comes out at 0.9235 eV.